Here is a cluster of 2 separate species, C5H8N in total at a distorted geometry from the OMol25 dataset. Energies are from ωB97M-V with the def2-TZVPD basis set.

Electronic energy in eV: -6791.97148
Net charge: +1
Relative energy (zero: lowest compared OMol25 entry of this formula, charge and spin) in kcal per mole: 141.06
Kohn-Sham gap in Ha: 0.32365

Last column: Mulliken charge in e.
Element x y z (Å)
C: 1.31070 -1.88129 -1.23536  0.117
C: 1.65298 -0.83855 -0.77133  -0.582
C: -1.33271 0.55098 -0.39501  -0.080
C: -2.60644 0.40757 -0.06443  -0.287
C: 2.12440 0.19218 0.09666  -0.749
N: -1.57193 0.67655 1.03481  -0.219
H: 0.92201 -2.64616 -1.75450  0.522
H: -0.60641 0.69552 -1.10671  0.500
H: -3.60962 0.06373 0.14120  0.377
H: 2.09793 -0.26861 1.09580  0.282
H: 1.35020 0.98305 0.21752  0.170
H: 3.16064 0.60316 -0.25919  0.292
H: -1.23447 -0.16032 1.61412  0.350
H: -1.65727 1.62219 1.38642  0.308

Force components x, y, z for each atom (eV/Å):
0.3 1.7 0.5
0.0 -0.4 0.2
-5.7 -0.3 0.8
3.5 -0.5 0.0
0.9 1.4 0.4
0.4 -1.5 0.5
-0.9 -2.4 -1.4
1.8 0.1 -1.2
0.0 0.2 -0.7
0.9 0.3 -0.1
0.8 0.1 -0.5
-2.0 -0.6 1.1
-0.6 2.0 -0.5
0.6 -0.2 0.9

***

Here is a structure of composition C22H39Cl3EuN3O3Si at a distorted geometry from the OMol25 dataset. Energies are from ωB97M-V with the def2-TZVPD basis set.

Electronic energy in eV: -98838.73962
Net charge: -1
Kohn-Sham gap (alpha / beta) in Ha: 0.18832 / 0.18833
2S+1: 8

Last column: Mulliken charge in e.
Element x y z (Å)
C: 3.14914 -0.70384 -3.30832  -1.667
C: 3.66929 -0.10928 -2.02534  0.475
H: 3.91624 -0.72498 -4.08855  0.433
H: 2.27908 -0.15242 -3.70568  0.168
H: 2.81242 -1.73795 -3.14134  0.344
C: 4.70615 0.74459 -1.98597  0.162
C: 5.32997 1.36575 -3.19903  -1.572
H: 5.16331 0.96921 -1.01335  0.393
H: 4.59123 1.58939 -3.98454  0.333
H: 6.10924 0.71002 -3.62274  0.309
H: 5.81630 2.31631 -2.93755  0.395
Eu: -2.20943 0.76513 0.99804  0.878
Cl: -0.83821 -1.51522 1.05415  -0.708
Cl: -4.09506 2.29371 0.09392  -0.706
H: -6.48511 -1.92529 4.05098  0.324
H: -5.67590 -4.09869 3.28579  0.318
C: -6.17412 -1.41328 3.13311  -0.914
C: -5.42084 -3.65310 2.32197  -0.899
N: -5.15002 -2.23428 2.49966  0.166
H: -5.75911 -0.42245 3.34525  0.255
C: -4.08736 -1.66150 1.94455  0.512
O: -3.85065 -0.43729 2.05644  -0.572
H: -4.51501 -4.11697 1.92846  0.292
H: -3.41909 -2.34477 1.39543  0.133
H: -7.03082 -1.30072 2.45360  0.296
H: -6.23650 -3.82600 1.60973  0.309
H: 0.55448 2.48685 -2.23412  0.213
H: 3.00886 3.66213 -0.80703  0.272
C: 0.17418 3.38151 -1.70854  -0.973
C: 2.17787 4.34261 -0.56707  -0.891
N: 0.91958 3.61877 -0.47235  0.333
H: -0.89313 3.24540 -1.48592  0.365
C: 0.50497 3.14054 0.70969  0.008
O: -0.56985 2.52391 0.87207  -0.564
H: 2.37187 4.80613 0.40668  0.320
H: 1.18836 3.34198 1.56206  0.343
H: 0.32019 4.25045 -2.36844  0.320
H: 2.10267 5.10611 -1.34837  0.329
O: 1.74136 0.30283 -1.29736  -0.571
C: 2.77115 -0.41037 -0.82166  0.150
C: 3.23595 1.09564 1.22948  0.144
C: 3.22085 -0.17572 0.65706  -0.234
H: 2.77167 1.93071 0.69445  0.484
C: 3.81295 1.29176 2.48742  -0.710
H: 2.56319 -1.51063 -0.89431  0.052
C: 3.66667 -1.27278 1.40677  -0.492
H: 3.85920 2.29503 2.90451  0.382
C: 4.30757 0.20860 3.21922  -0.429
C: 4.22413 -1.08525 2.68171  -0.536
H: 3.54740 -2.27122 0.96823  0.318
H: 4.81889 0.36195 4.17380  0.361
H: 4.58946 -1.94750 3.24508  0.367
Si: -2.41175 -1.19541 -2.81113  0.367
Cl: -1.30544 0.27716 -1.59314  0.115
C: -3.93471 -0.12590 -3.12788  -0.880
C: -2.69210 -2.89546 -2.04863  -0.944
C: -1.61993 -1.69860 -4.42913  -1.044
H: -4.29618 0.36737 -2.21289  0.193
H: -4.76474 -0.67915 -3.59148  0.329
H: -3.60677 0.67217 -3.81221  0.248
H: -1.31209 -0.82483 -5.01511  0.295
H: -2.34624 -2.29420 -5.01808  0.326
H: -0.73425 -2.32062 -4.22942  0.279
H: -1.84835 -3.23132 -1.42864  0.279
H: -2.76981 -3.58282 -2.90592  0.378
H: -3.62242 -2.94131 -1.45853  0.244
C: 0.17665 -0.24696 5.62302  -0.826
C: -0.54036 0.13189 4.40093  0.327
N: -1.09116 0.51382 3.44167  -0.272
H: 0.20065 -1.33384 5.77498  0.261
H: -0.29338 0.22061 6.50791  0.289
H: 1.22676 0.09186 5.56196  0.218

Force components x, y, z for each atom (eV/Å):
-0.3 0.1 -0.3
1.2 0.2 0.8
0.1 0.0 0.1
0.4 -0.2 0.3
0.1 0.2 0.1
-0.1 -0.4 0.3
0.3 0.1 -0.2
-0.3 0.2 -0.3
0.2 -0.1 0.2
-0.1 0.2 -0.1
0.0 -0.1 -0.1
1.5 0.7 0.3
0.2 -1.3 0.2
-1.1 0.8 -0.5
-0.1 0.3 -0.1
0.0 -0.1 -0.1
0.1 -0.2 0.0
0.2 0.3 -0.2
-0.6 -0.2 0.1
-0.1 -0.3 0.0
0.6 1.5 0.1
-1.3 -2.5 0.4
-0.1 -0.1 0.1
0.1 0.3 0.1
0.1 0.0 0.2
0.0 0.1 0.1
-0.1 0.2 0.4
-0.2 0.1 -0.1
0.0 -0.3 -0.2
0.1 -0.4 0.2
-0.2 0.1 0.3
0.4 0.1 0.0
-1.2 -0.6 -0.4
1.7 1.1 0.0
0.1 0.1 -0.3
-0.3 0.0 -0.4
-0.2 -0.2 0.3
0.0 -0.1 0.3
-1.2 1.1 1.0
-0.4 -0.6 -0.9
0.1 0.0 0.2
0.3 -0.2 -1.1
0.4 -0.5 0.0
-0.3 -0.2 0.0
0.1 -0.1 0.5
0.1 0.4 0.3
0.0 -0.1 0.0
0.3 -0.3 -0.2
-0.3 0.2 -0.3
0.2 0.4 0.2
-0.3 0.0 -0.2
-0.1 0.3 -0.1
-0.1 0.9 0.6
-0.3 -1.4 -2.1
0.0 -0.3 0.0
-0.1 0.2 0.4
0.4 0.4 -0.1
0.2 -0.2 -0.2
0.2 0.1 0.0
-0.2 -0.2 0.1
0.0 -0.2 0.0
0.3 0.3 0.3
-0.2 0.2 -0.1
-0.2 0.3 -0.1
-0.1 0.2 0.3
0.4 -0.1 -0.1
0.3 0.0 0.3
-1.2 1.1 -2.1
1.3 -0.9 2.8
-0.2 0.3 -0.2
0.2 -0.2 -0.5
-0.5 -0.1 -0.1